Entry 1:
This record from the OMol25 dataset describes C3H4NOP in the gas phase in a non-equilibrium geometry. The level of theory is wB97M-V/def2-TZVPD.

The geometry in XYZ format:
```
10
Properties=species:S:1:pos:R:3:mulliken_charge:R:1
C 2.06 -0.04 -0.10 0.151
C -1.18 1.03 -0.01 -0.865
C 1.05 -1.07 -0.05 -0.233
N 2.93 0.71 -0.18 -0.387
O -1.46 -1.84 -0.05 -0.625
P -0.54 -0.68 -0.07 0.616
H -0.40 1.60 0.37 0.363
H -1.80 1.35 -0.88 0.327
H -2.00 1.03 0.72 0.307
H 1.34 -2.10 0.25 0.346
```

The value obtained for the LUMO energy is -0.22 eV. Its max |F| is 2.73 eV/A. The calculation puts the energy above the lowest of the compared OMol25 structures with the same formula, charge and spin at 0.096 eV. The energy is -16000.9176 eV.

Entry 2:
This record from the OMol25 dataset describes C3H4NOP in the gas phase in a non-equilibrium geometry. The level of theory is wB97M-V/def2-TZVPD.

The geometry in XYZ format:
```
10
Properties=species:S:1:pos:R:3:mulliken_charge:R:1
C 0.71 0.78 1.17 0.065
C 0.51 -0.51 0.54 -0.207
C -0.32 -0.34 -0.81 -0.688
N -1.49 0.46 -0.95 -0.129
O 1.54 1.37 1.79 -0.364
P -1.99 1.68 -0.17 0.060
H 1.38 -0.91 0.11 0.308
H -0.25 -1.09 1.17 0.274
H 0.37 -0.07 -1.56 0.332
H -0.47 -1.36 -1.28 0.350
```

The value obtained for the LUMO energy (alpha / beta) is -0.07 / -0.25 eV. Its max |F| is 4.02 eV/A. The calculation puts the energy above the lowest of the compared OMol25 structures with the same formula, charge and spin at 2.868 eV. The energy is -15998.1456 eV.

Entry 3:
This record from the OMol25 dataset describes a molecular structure, C3H4NOPS in a non-equilibrium geometry. The level of theory is wB97M-V/def2-TZVPD.

The geometry in XYZ format:
```
11
Properties=species:S:1:pos:R:3:mulliken_charge:R:1
C -0.85 -0.06 -0.54 0.215
C 0.93 0.17 0.79 -0.392
C 1.30 -0.05 -0.64 -0.270
N -0.55 0.29 0.60 -0.427
O 0.13 -0.29 -1.39 -0.383
P -3.26 0.00 -0.74 0.369
S -3.92 -0.40 1.01 -0.122
H 1.17 -0.55 1.57 0.234
H 1.29 1.04 1.14 0.254
H 1.77 0.78 -0.97 0.278
H 1.98 -0.94 -0.85 0.244
```

The value obtained for the LUMO energy is -1.72 eV. Its max |F| is 4.66 eV/A. The calculation puts the energy above the lowest of the compared OMol25 structures with the same formula, charge and spin at 1.386 eV. The energy is -26834.4172 eV.

Entry 4:
This record from the OMol25 dataset describes a gas-phase ion, C3H4NOS (charge -1) in a non-equilibrium geometry. The level of theory is wB97M-V/def2-TZVPD.

The geometry in XYZ format:
```
10
Properties=species:S:1:pos:R:3:mulliken_charge:R:1
H -0.74 0.07 2.10 0.234
N -0.90 0.27 1.12 -0.627
C 0.09 -0.14 0.46 0.057
C -0.08 -0.05 -1.01 -0.464
C 0.05 -1.45 -1.69 0.314
O 0.89 -2.26 -1.31 -0.640
S -1.16 -1.64 -2.85 -0.580
H 1.03 -0.48 1.09 0.281
H -0.95 0.36 -1.37 0.253
H 0.83 0.69 -1.37 0.172
```

The value obtained for the LUMO energy is 4.03 eV. The charge is -1. Its max |F| is 5.74 eV/A. The calculation puts the energy above the lowest of the compared OMol25 structures with the same formula, charge and spin at 0.404 eV. The energy is -17549.1251 eV.

Entry 5:
This record from the OMol25 dataset describes 2 unconnected molecules or ions with the total composition C3H4NOS in a non-equilibrium geometry. The level of theory is wB97M-V/def2-TZVPD.

The geometry in XYZ format:
```
10
Properties=species:S:1:pos:R:3:mulliken_charge:R:1
C 1.48 2.33 -0.58 0.071
C -0.75 -1.27 1.10 0.543
C -0.47 -1.28 -0.30 -0.699
N 0.39 1.96 -0.63 -0.021
O -0.93 -0.45 1.92 -0.325
S -1.04 1.37 -0.87 0.066
H 2.38 2.76 -0.13 0.396
H -0.63 -2.43 1.13 0.245
H 0.44 -0.95 -0.58 0.384
H -0.86 -2.03 -1.05 0.340
```

The value obtained for the LUMO energy (alpha / beta) is -7.06 / -7.06 eV. The charge is +1. Its max |F| is 3.57 eV/A. The calculation puts the energy above the lowest of the compared OMol25 structures with the same formula, charge and spin at 3.335 eV. The energy is -17535.8004 eV.

Entry 6:
This record from the OMol25 dataset describes 2 unconnected molecules or ions with the total composition C3H4NP in a non-equilibrium geometry. The level of theory is wB97M-V/def2-TZVPD.

The geometry in XYZ format:
```
9
Properties=species:S:1:pos:R:3:mulliken_charge:R:1
C -1.62 -1.94 1.14 0.410
C -1.27 -0.60 1.27 -0.035
C 0.17 -0.54 -0.45 -0.825
N -1.88 -3.05 0.93 -0.405
P -1.53 0.68 2.28 -0.114
H 0.40 -1.55 -0.19 0.362
H -0.58 -0.59 -1.35 0.263
H 0.74 0.48 -0.49 0.330
H -0.70 1.60 1.44 0.013
```

The value obtained for the LUMO energy is -0.86 eV. Its max |F| is 4.80 eV/A. The calculation puts the energy above the lowest of the compared OMol25 structures with the same formula, charge and spin at 3.372 eV. The energy is -13949.9715 eV.

Entry 7:
This record from the OMol25 dataset describes 2 unconnected molecules or ions with the total composition C3H4NP in a non-equilibrium geometry. The level of theory is wB97M-V/def2-TZVPD.

The geometry in XYZ format:
```
9
Properties=species:S:1:pos:R:3:mulliken_charge:R:1
C 1.57 0.88 -0.02 0.358
C 0.85 -0.28 0.01 -0.001
C -1.23 0.43 -0.06 -1.032
N 2.16 1.87 0.01 -0.390
P 1.19 -1.90 -0.04 -0.096
H -0.92 1.31 0.30 0.436
H -1.66 0.16 -0.99 0.330
H -1.73 -0.11 0.61 0.374
H -0.22 -2.35 0.17 0.021
```

The value obtained for the LUMO energy is -0.95 eV. Its max |F| is 5.25 eV/A. The calculation puts the energy above the lowest of the compared OMol25 structures with the same formula, charge and spin at 3.217 eV. The energy is -13950.1263 eV.

Entry 8:
This record from the OMol25 dataset describes a gas-phase ion, C3H4NS (charge +1) in a non-equilibrium geometry. The level of theory is wB97M-V/def2-TZVPD.

The geometry in XYZ format:
```
9
Properties=species:S:1:pos:R:3:mulliken_charge:R:1
C -0.44 0.09 -0.11 0.483
C 1.93 -0.77 -0.55 -0.121
C -1.53 0.78 0.79 -0.488
N 0.73 -0.39 -0.31 -0.177
S -1.90 0.16 -0.93 0.102
H 2.26 -1.63 0.08 0.266
H 2.40 -0.28 -1.26 0.328
H -1.97 0.19 1.49 0.315
H -1.49 1.86 0.80 0.292
```

The value obtained for the LUMO energy is -5.76 eV. The charge is +1. Its max |F| is 7.42 eV/A. The calculation puts the energy above the lowest of the compared OMol25 structures with the same formula, charge and spin at 1.921 eV. The energy is -15490.8145 eV.

Entry 9:
This record from the OMol25 dataset describes a gas-phase ion, C3H4NS (charge +1) in a non-equilibrium geometry. The level of theory is wB97M-V/def2-TZVPD.

The geometry in XYZ format:
```
9
Properties=species:S:1:pos:R:3:mulliken_charge:R:1
C -1.36 -0.33 0.84 -0.183
C -0.26 -0.41 1.91 0.143
S 1.18 0.31 1.42 0.167
C 0.66 0.43 -0.34 -0.505
N -0.54 -0.32 -0.47 -0.109
H 1.53 0.08 -0.90 0.404
H 0.43 1.46 -0.40 0.368
H -0.38 -1.18 -0.94 0.317
H -1.27 -0.04 -1.12 0.397
```

The value obtained for the LUMO energy (alpha / beta) is -7.38 / -7.38 eV. The charge is +1. Its max |F| is 4.13 eV/A. The calculation puts the energy above the lowest of the compared OMol25 structures with the same formula, charge and spin at 5.995 eV. The energy is -15486.7401 eV.

Entry 10:
This record from the OMol25 dataset describes 2 unconnected molecules or ions with the total composition C3H4NS in a non-equilibrium geometry. The level of theory is wB97M-V/def2-TZVPD.

The geometry in XYZ format:
```
9
Properties=species:S:1:pos:R:3:mulliken_charge:R:1
C 1.46 0.61 0.50 -0.072
C -2.32 0.09 -0.93 0.101
C -0.08 -1.06 -0.40 -0.797
N 0.64 -0.05 0.01 0.072
S -3.27 0.36 0.24 0.063
H 1.80 1.60 0.67 0.351
H -1.98 0.32 -1.99 0.371
H -0.75 -1.58 0.08 0.556
H 0.31 -1.28 -1.35 0.355
```

The value obtained for the LUMO energy (alpha / beta) is -6.33 / -5.86 eV. The charge is +1. Its max |F| is 5.25 eV/A. The calculation puts the energy above the lowest of the compared OMol25 structures with the same formula, charge and spin at 4.570 eV. The energy is -15488.1651 eV.

Entry 11:
This record from the OMol25 dataset describes a molecular structure, C3H4Na2O4 in a non-equilibrium geometry. The level of theory is wB97M-V/def2-TZVPD.

The geometry in XYZ format:
```
13
Properties=species:S:1:pos:R:3:mulliken_charge:R:1
H -1.44 -0.15 1.78 0.347
C -0.95 -1.01 1.30 0.216
C -1.10 -2.36 1.80 -0.387
O -1.83 -1.89 0.66 -0.391
H -0.31 -3.09 1.57 0.213
H -1.71 -2.55 2.69 0.227
O 0.17 -0.65 0.57 -0.645
H 0.69 0.27 0.84 0.403
O 0.06 1.59 -2.31 -0.423
C 0.20 1.57 -1.14 0.850
Na 1.01 2.52 -4.49 0.615
Na 4.34 3.86 -3.05 0.396
O 0.86 1.90 -0.21 -0.421
```

The expectation value of S² is 0.750. The value obtained for the LUMO energy (alpha / beta) is -4.38 / -4.33 eV. The charge is +1. Its max |F| is 5.22 eV/A. The calculation puts the energy above the lowest of the compared OMol25 structures with the same formula, charge and spin at 1.957 eV. As for the spin multiplicity: 2. The energy is -20190.2494 eV.

Entry 12:
This record from the OMol25 dataset describes a molecular structure, C3H4NdO3 in a non-equilibrium geometry. The level of theory is wB97M-V/def2-TZVPD.

The geometry in XYZ format:
```
11
Properties=species:S:1:pos:R:3:mulliken_charge:R:1
O 1.89 0.14 0.19 -0.663
C 2.10 -1.21 0.19 -0.386
C 0.83 -2.00 0.15 0.210
O -0.27 -1.41 0.27 -0.556
Nd -0.17 1.00 0.18 2.118
H 2.65 -1.57 1.09 0.335
H 2.70 -1.57 -0.67 0.340
H 0.85 -3.10 0.10 0.464
C -3.07 -0.81 -0.29 0.105
O -2.75 0.44 -0.28 -0.365
H -3.48 1.06 -0.06 0.398
```

The expectation value of S² is 6.014. The value obtained for the LUMO energy (alpha / beta) is -11.20 / -9.93 eV. The charge is +2. Its max |F| is 4.05 eV/A. The calculation puts the energy above the lowest of the compared OMol25 structures with the same formula, charge and spin at 2.110 eV. As for the spin multiplicity: 5. The energy is -24572.7767 eV.

Entry 13:
This record from the OMol25 dataset describes C3H4O in the gas phase in a non-equilibrium geometry. The level of theory is wB97M-V/def2-TZVPD.

The geometry in XYZ format:
```
8
Properties=species:S:1:pos:R:3:mulliken_charge:R:1
C -1.23 -0.09 -0.08 -0.552
C -0.01 -0.44 0.19 -0.049
C 1.13 0.40 0.09 -0.004
O 2.20 -0.12 -0.02 -0.434
H -2.12 -0.83 -0.25 0.213
H -1.36 0.96 -0.21 0.241
H 0.34 -1.45 0.24 0.325
H 1.04 1.57 0.03 0.261
```

The value obtained for the LUMO energy is 0.38 eV. Its max |F| is 3.12 eV/A. The calculation puts the energy above the lowest of the compared OMol25 structures with the same formula, charge and spin at 0.461 eV. The energy is -5221.6762 eV.

Entry 14:
This record from the OMol25 dataset describes a molecular structure, C3H4O in a non-equilibrium geometry. The level of theory is wB97M-V/def2-TZVPD.

The geometry in XYZ format:
```
8
Properties=species:S:1:pos:R:3:mulliken_charge:R:1
C -0.30 0.23 -0.12 0.456
C -0.37 1.53 -0.03 -0.700
C 0.52 -1.46 0.22 -0.354
O -0.71 -0.98 -0.47 -0.305
H -1.07 2.16 -0.61 0.232
H 0.45 2.31 0.36 0.205
H 1.22 -1.84 -0.46 0.238
H 0.26 -1.97 1.10 0.228
```

The value obtained for the LUMO energy is 0.83 eV. Its max |F| is 5.76 eV/A. The calculation puts the energy above the lowest of the compared OMol25 structures with the same formula, charge and spin at 3.735 eV. The energy is -5218.4018 eV.

Entry 15:
This record from the OMol25 dataset describes C3H4O in the gas phase in a non-equilibrium geometry. The level of theory is wB97M-V/def2-TZVPD.

The geometry in XYZ format:
```
8
Properties=species:S:1:pos:R:3:mulliken_charge:R:1
C -1.27 -0.62 0.53 -0.539
C -0.14 -0.88 -0.13 -0.183
C 0.85 0.19 -0.35 0.113
O 0.61 1.36 -0.12 -0.472
H -1.97 -1.40 0.94 0.244
H -1.51 0.35 0.97 0.233
H 0.17 -1.86 -0.45 0.322
H 1.84 -0.13 -0.79 0.282
```

The value obtained for the LUMO energy is -0.01 eV. Its max |F| is 1.72 eV/A. The calculation puts the energy above the lowest of the compared OMol25 structures with the same formula, charge and spin at 0.191 eV. The energy is -5221.9459 eV.

Entry 16:
This record from the OMol25 dataset describes 2 unconnected molecules or ions with the total composition C3H4O in a non-equilibrium geometry. The level of theory is wB97M-V/def2-TZVPD.

The geometry in XYZ format:
```
8
Properties=species:S:1:pos:R:3:mulliken_charge:R:1
C -1.35 -0.10 0.10 -0.588
C 1.53 -0.09 -0.02 -0.193
C -0.35 0.75 0.09 -0.004
O 2.75 0.04 0.12 -0.341
H -2.46 -0.01 -0.13 0.264
H -1.13 -1.24 0.02 0.155
H 1.23 -1.09 -0.16 0.289
H -0.21 1.73 -0.01 0.417
```

The expectation value of S² is 2.021. The value obtained for the LUMO energy (alpha / beta) is 0.99 / -2.41 eV. Its max |F| is 4.33 eV/A. The calculation puts the energy above the lowest of the compared OMol25 structures with the same formula, charge and spin at 2.854 eV. As for the spin multiplicity: 3. The energy is -5216.0497 eV.

Entry 17:
This record from the OMol25 dataset describes 2 unconnected molecules or ions with the total composition C3H4O2 in a non-equilibrium geometry. The level of theory is wB97M-V/def2-TZVPD.

The geometry in XYZ format:
```
9
Properties=species:S:1:pos:R:3:mulliken_charge:R:1
C -2.07 -0.08 0.21 0.166
C -0.26 -1.22 -0.29 -0.226
C 1.19 0.71 0.05 -0.540
O -2.97 0.56 -0.17 -0.226
O 0.78 -0.67 0.19 -0.215
H -0.36 -2.13 0.22 0.217
H 0.50 1.19 0.64 0.303
H 0.91 0.98 -1.05 0.291
H 2.30 0.66 0.20 0.229
```

The value obtained for the LUMO energy is 0.68 eV. Its max |F| is 5.34 eV/A. The calculation puts the energy above the lowest of the compared OMol25 structures with the same formula, charge and spin at 4.553 eV. The energy is -7266.1326 eV.

Entry 18:
This record from the OMol25 dataset describes C3H4O2 in the gas phase in a non-equilibrium geometry. The level of theory is wB97M-V/def2-TZVPD.

The geometry in XYZ format:
```
9
Properties=species:S:1:pos:R:3:mulliken_charge:R:1
O -1.83 0.04 1.08 -0.451
C -0.90 -0.51 0.59 -0.091
C 0.52 -0.26 0.37 -0.303
C 0.32 0.78 -0.84 -0.032
O 0.74 0.52 -1.94 -0.434
H -1.09 -1.38 0.10 0.365
H 0.98 -1.23 -0.01 0.234
H 1.28 0.33 1.25 0.277
H -0.02 1.72 -0.59 0.435
```

The value obtained for the LUMO energy is 0.09 eV. Its max |F| is 4.79 eV/A. The calculation puts the energy above the lowest of the compared OMol25 structures with the same formula, charge and spin at 2.329 eV. The energy is -7268.3569 eV.

Entry 19:
This record from the OMol25 dataset describes C3H4O2 in the gas phase in a non-equilibrium geometry. The level of theory is wB97M-V/def2-TZVPD.

The geometry in XYZ format:
```
9
Properties=species:S:1:pos:R:3:mulliken_charge:R:1
O -0.90 0.92 1.99 -0.439
C -0.89 0.29 0.97 -0.191
C 0.01 0.61 -0.24 0.259
C 0.78 -0.58 -0.65 -0.427
O -0.29 -0.11 -1.42 -0.386
H -1.35 -0.73 0.96 0.307
H 0.33 1.60 -0.40 0.408
H 1.74 -0.48 -1.07 0.269
H 0.57 -1.53 -0.14 0.200
```

The value obtained for the LUMO energy is 0.89 eV. Its max |F| is 2.02 eV/A. The calculation puts the energy above the lowest of the compared OMol25 structures with the same formula, charge and spin at 1.922 eV. The energy is -7268.7636 eV.

Entry 20:
This record from the OMol25 dataset describes C3H4O2 in the gas phase in a non-equilibrium geometry. The level of theory is wB97M-V/def2-TZVPD.

The geometry in XYZ format:
```
9
Properties=species:S:1:pos:R:3:mulliken_charge:R:1
C -1.68 -0.07 -0.01 -0.586
C -0.47 0.57 -0.24 0.042
O 0.42 -0.47 -0.21 -0.318
C 1.85 -0.44 -0.08 0.170
O 2.29 0.60 0.02 -0.387
H -2.58 0.69 0.34 0.158
H -2.02 -1.12 0.21 0.275
H -0.13 1.66 -0.16 0.315
H 2.33 -1.42 0.13 0.330
```

The value obtained for the LUMO energy is 1.03 eV. Its max |F| is 6.46 eV/A. The calculation puts the energy above the lowest of the compared OMol25 structures with the same formula, charge and spin at 2.795 eV. The energy is -7267.8908 eV.